The following is a quantum chemistry calculation of a molecular structure, C26H58O18Sn at a distorted geometry, from OMol25.

Each line ends with the Löwdin charge.
Element x y z (Å)
Sn (-3.9810, -5.5522, -15.4599)  0.773
O (-11.7666, -2.2744, -14.7165)  0.108
C (-11.4615, -3.3422, -15.4851)  -0.837
O (-12.2704, -3.7751, -16.2831)  0.121
O (-10.3054, -3.7668, -15.5243)  0.117
H (-12.6232, -1.9730, -15.0280)  0.109
O (-9.5796, -9.7442, -15.6532)  0.112
C (-9.0262, -9.9013, -16.8660)  -0.817
O (-9.7852, -9.8382, -17.8135)  0.117
O (-7.7695, -9.9152, -16.9895)  0.078
H (-10.4073, -9.3129, -15.8780)  0.113
C (-7.4132, -5.7092, -10.9459)  -0.103
O (-6.2962, -4.8155, -10.9402)  -0.190
C (-6.5375, -3.5522, -10.3026)  -0.205
C (-5.3637, -2.5875, -10.3024)  -0.176
O (-5.1911, -2.0706, -11.5988)  -0.123
C (-6.2572, -1.1957, -11.9313)  -0.204
C (-5.9151, -0.4547, -13.1916)  -0.218
O (-5.7555, -1.2888, -14.3204)  -0.171
C (-5.8750, -0.4912, -15.4781)  -0.123
H (-8.2812, -5.1622, -11.3139)  0.086
H (-7.7746, -6.0407, -9.9725)  0.079
H (-7.2900, -6.6491, -11.4840)  0.087
H (-6.9263, -3.8114, -9.3178)  0.125
H (-7.4254, -3.1193, -10.7635)  0.106
H (-4.5071, -3.2237, -10.0800)  0.130
H (-5.4503, -1.7417, -9.6203)  0.131
H (-6.8410, -0.6246, -11.2094)  0.140
H (-7.0366, -1.9090, -12.1993)  0.115
H (-4.9517, 0.0270, -13.0244)  0.133
H (-6.7008, 0.2796, -13.3693)  0.127
H (-5.6272, 0.5625, -15.3501)  0.079
H (-6.9300, -0.2534, -15.6142)  0.091
H (-5.3462, -0.8830, -16.3470)  0.089
C (-8.6218, 6.6114, -9.6502)  -0.092
O (-7.8208, 6.2729, -8.5137)  -0.178
C (-8.4430, 6.1409, -7.2667)  -0.189
C (-8.8309, 4.6249, -6.8738)  -0.139
O (-9.8438, 4.0771, -7.7172)  -0.178
C (-11.1388, 4.6017, -7.5705)  -0.195
C (-12.1161, 3.7416, -8.3896)  -0.187
O (-12.4605, 2.4450, -7.8535)  -0.195
C (-11.3980, 1.4404, -8.1123)  -0.068
H (-7.9678, 6.5798, -10.5216)  0.090
H (-9.0335, 7.6129, -9.5255)  0.081
H (-9.5576, 6.0836, -9.8339)  0.074
H (-9.3750, 6.7028, -7.2062)  0.104
H (-7.7704, 6.5591, -6.5179)  0.119
H (-9.3451, 4.7257, -5.9179)  0.106
H (-7.9648, 3.9888, -6.6915)  0.121
H (-11.1149, 5.6153, -7.9706)  0.113
H (-11.4188, 4.4981, -6.5222)  0.133
H (-11.9919, 3.6444, -9.4681)  0.126
H (-13.0416, 4.2705, -8.1622)  0.119
H (-11.1231, 1.3850, -9.1656)  0.083
H (-11.7761, 0.4695, -7.7923)  0.078
H (-10.5428, 1.6429, -7.4675)  0.072
C (-14.1185, -11.3011, -22.6957)  -0.110
O (-15.2400, -10.4322, -22.8578)  -0.173
C (-16.4282, -10.8453, -22.2076)  -0.176
C (-16.5114, -10.2304, -20.7751)  -0.159
O (-17.1584, -8.9325, -20.8072)  -0.150
C (-17.5044, -8.4549, -19.5181)  -0.184
C (-18.5201, -7.2334, -19.7510)  -0.111
O (-17.7854, -6.1080, -20.4402)  -0.221
C (-18.5439, -4.9514, -20.7340)  -0.125
H (-13.5382, -11.2302, -23.6157)  0.081
H (-14.1752, -12.3696, -22.4877)  0.084
H (-13.4948, -10.8688, -21.9133)  0.082
H (-16.6076, -11.9100, -22.0579)  0.115
H (-17.2267, -10.4455, -22.8326)  0.126
H (-15.6519, -10.1707, -20.1074)  0.124
H (-17.1159, -10.8537, -20.1162)  0.104
H (-16.6340, -8.0053, -19.0401)  0.126
H (-18.0886, -9.1199, -18.8821)  0.116
H (-18.8393, -6.8218, -18.7935)  0.111
H (-19.3291, -7.5146, -20.4252)  0.114
H (-18.0769, -4.3752, -21.5327)  0.068
H (-18.6134, -4.4160, -19.7871)  0.082
H (-19.5715, -5.1666, -21.0268)  0.077
C (-13.7110, 2.6105, -19.5831)  -0.132
O (-13.5494, 2.3343, -20.9848)  -0.185
C (-13.9055, 0.9237, -21.3021)  -0.154
C (-13.8441, 0.7086, -22.7916)  -0.189
O (-14.7996, -0.2212, -23.3150)  -0.135
C (-14.6658, -0.5527, -24.6995)  -0.209
C (-15.8372, -1.4246, -25.1648)  -0.135
O (-15.6424, -2.6191, -24.2485)  -0.189
C (-16.8095, -3.4709, -24.2608)  -0.116
H (-13.1695, 2.0998, -18.7869)  0.076
H (-14.7182, 2.3204, -19.2838)  0.075
H (-13.5870, 3.6575, -19.3063)  0.081
H (-14.9118, 0.6884, -20.9554)  0.121
H (-13.2430, 0.2901, -20.7123)  0.124
H (-12.8189, 0.4188, -23.0218)  0.123
H (-13.9966, 1.6397, -23.3374)  0.126
H (-13.7022, -1.0530, -24.7958)  0.127
H (-14.7342, 0.2797, -25.3998)  0.118
H (-15.6269, -1.7336, -26.1887)  0.116
H (-16.7521, -0.8322, -25.1579)  0.123
H (-16.5788, -4.3623, -23.6775)  0.078
H (-16.9700, -3.8142, -25.2828)  0.081
H (-17.7201, -3.1171, -23.7774)  0.076

Force components x, y, z for each atom (eV/Å):
Sn -0.37 0.04 0.10
O 0.36 -0.06 0.56
C 0.76 1.13 -0.60
O -2.09 -0.80 -0.95
O 1.50 -0.38 1.01
H -0.38 0.06 0.02
O 0.52 -0.19 0.91
C 1.85 1.24 0.22
O -0.98 -0.40 -1.84
O -0.65 -0.50 0.48
H -0.61 0.00 0.28
C -0.87 1.01 0.49
O 0.87 -0.46 -0.31
C -1.88 -1.04 0.64
C -0.11 -1.49 -0.69
O 0.64 1.28 0.62
C -1.24 -2.22 -2.15
C 0.51 0.25 0.74
O 0.26 -0.07 -0.12
C -1.00 1.01 0.09
H -0.14 -0.10 -0.60
H 0.59 0.21 0.71
H 0.70 0.51 -0.46
H 0.46 0.33 0.65
H -0.02 0.26 -0.29
H 0.37 0.41 0.12
H -0.24 -0.34 0.48
H 1.23 0.59 0.82
H -0.55 0.15 -0.61
H 0.03 0.56 -0.01
H -0.06 0.19 -0.06
H 1.41 0.05 0.42
H -0.54 -1.00 -0.84
H -0.33 -0.24 0.21
C -0.17 0.76 0.60
O -0.17 -0.36 -0.80
C -0.62 -1.77 0.16
C -1.16 2.36 0.19
O 1.89 -0.80 -0.54
C 0.79 -1.48 -0.95
C -1.45 -0.14 1.48
O 2.15 -0.64 -0.64
C -1.07 0.67 0.99
H -0.16 -0.06 0.13
H 0.45 0.60 -0.01
H 0.34 -1.13 0.24
H -0.10 0.27 -0.14
H 0.08 -0.19 0.10
H 0.31 0.15 0.66
H -0.17 -0.23 -0.80
H -0.64 0.29 0.30
H -0.32 0.52 0.18
H 0.54 0.37 0.01
H -0.34 0.23 -0.67
H 0.01 0.25 -0.02
H -0.35 0.12 -0.15
H 0.15 0.21 -0.34
C 1.23 1.28 -0.13
O -0.25 -1.95 -0.23
C 0.41 1.54 1.55
C -1.55 0.59 0.50
O 0.08 -0.98 0.31
C -1.40 2.89 -1.55
C 2.41 1.10 -1.12
O -0.27 -1.97 0.16
C -0.29 -0.69 1.07
H -0.01 0.08 -0.08
H -1.22 -0.04 0.07
H 0.18 -0.13 0.20
H 0.60 -0.31 -0.52
H -0.24 0.04 0.37
H 1.08 0.12 -0.93
H -0.75 -0.51 -0.31
H 0.12 -0.36 0.39
H 0.39 -0.64 -0.01
H -0.34 -0.29 0.12
H -0.19 -0.19 0.28
H 0.23 -0.08 0.27
H -0.05 0.78 -0.15
H -0.17 -0.27 -0.26
C -1.29 -0.20 0.25
O 0.03 -1.27 0.69
C -0.39 1.19 1.05
C 0.48 0.14 -1.47
O -0.32 0.23 0.39
C -0.33 0.07 0.28
C 2.67 -1.48 2.17
O -2.73 1.32 -1.36
C 1.21 -0.66 0.05
H 1.17 -0.74 -0.77
H -0.54 0.28 -0.20
H 0.04 0.17 -0.88
H -0.29 0.29 0.09
H 0.22 -0.17 -0.30
H 0.14 -0.41 -0.34
H -0.01 0.47 0.35
H -0.03 -0.21 -0.44
H 0.50 0.82 0.30
H -0.12 -0.15 -0.11
H -0.41 -0.60 0.70
H 0.42 -0.04 -0.02
H -0.45 0.09 -0.10
H 0.02 0.86 -0.30

Results
Total energy   -2593.33534 hartree
Orbital gap   2.0 eV
HOMO level   -0.2806 hartree
Max |F|   0.0728 Eh/bohr
Lowest unoccupied orbital energy   -5.621 eV



The following is a quantum chemistry calculation of 7 unconnected molecules or ions with the total composition C35H63N9O at a distorted geometry, from OMol25.

Each line ends with the Löwdin charge.
Element x y z (Å)
C (-1.7028, -5.2496, 0.4103)  -0.005
C (-0.9633, -5.4156, -0.8325)  -0.090
C (0.5882, -5.0068, -1.0025)  -0.373
C (0.9278, -5.6699, -2.4577)  -0.202
N (2.2803, -6.3040, -2.5049)  -0.021
C (1.5881, -5.3670, 0.2050)  -0.067
C (2.4790, -4.0727, 0.4795)  -0.238
N (3.3696, -4.0053, 1.6559)  -0.048
C (2.8413, -4.6902, 2.8585)  -0.234
C (3.1602, -6.2510, 2.9857)  -0.207
C (4.3588, -6.8127, 2.0979)  -0.251
C (3.9435, -8.2453, 1.4412)  -0.133
C (1.4385, -2.9025, 0.1652)  -0.298
O (1.2807, -1.7767, 0.6672)  0.062
N (0.6755, -3.4831, -0.9878)  0.064
H (-1.9837, -6.2007, 0.9667)  0.060
H (-2.0236, -4.2200, 0.7704)  0.042
H (-1.5797, -5.8588, -1.6974)  0.105
H (0.7827, -4.8753, -3.2806)  0.130
H (0.1816, -6.5026, -2.7236)  0.111
H (3.0223, -5.6402, -2.2479)  0.063
H (2.2903, -7.1193, -1.8693)  0.066
H (2.2992, -6.2513, 0.1016)  0.092
H (0.9440, -5.5821, 1.1219)  0.109
H (3.2113, -3.9728, -0.4122)  0.159
H (3.6611, -3.0338, 1.8609)  0.123
H (1.7069, -4.5577, 3.0236)  0.120
H (3.3267, -4.1739, 3.7684)  0.122
H (3.3951, -6.4778, 4.0840)  0.109
H (2.1959, -6.8401, 2.7514)  0.099
H (4.6781, -6.1635, 1.2237)  0.090
H (5.2893, -6.9258, 2.7690)  0.108
H (3.9937, -9.1027, 2.1829)  0.073
H (4.6685, -8.3779, 0.5539)  0.075
H (2.9080, -8.1458, 0.9716)  0.052
H (1.3243, -3.3579, -1.7903)  0.114
C (2.1950, 1.1494, -1.1730)  -0.102
C (0.8617, 1.8330, -0.8921)  -0.286
C (0.3451, 2.6423, -2.0835)  -0.190
C (1.3272, 3.7216, -2.4292)  -0.210
N (2.0985, 4.5679, -2.7014)  0.141
H (2.9883, 1.8742, -1.3768)  0.068
H (2.5075, 0.5618, -0.3068)  0.063
H (2.1164, 0.4755, -2.0317)  0.073
H (0.9738, 2.4844, -0.0235)  0.075
H (0.1217, 1.0722, -0.6299)  0.103
H (-0.6160, 3.0991, -1.8389)  0.074
H (0.2019, 1.9950, -2.9534)  0.118
C (1.4979, 6.7859, 0.4309)  -0.104
C (0.2963, 7.0270, 1.3387)  -0.269
C (-0.1218, 5.7771, 2.1174)  -0.162
C (-0.5058, 4.6868, 1.1620)  -0.138
N (-0.8064, 3.8313, 0.4117)  0.170
H (1.2789, 6.0424, -0.3403)  0.044
H (1.7778, 7.7096, -0.0805)  0.077
H (2.3619, 6.4402, 1.0068)  0.077
H (-0.5353, 7.3830, 0.7243)  0.057
H (0.5407, 7.8233, 2.0476)  0.113
H (-0.9752, 6.0020, 2.7619)  0.117
H (0.6978, 5.4268, 2.7507)  0.119
C (-0.8920, 0.8933, 2.1158)  -0.116
C (-2.0906, 1.1301, 3.0274)  -0.264
C (-2.5018, -0.1217, 3.8069)  -0.182
C (-2.8849, -1.2145, 2.8523)  -0.202
N (-3.1853, -2.0712, 2.1042)  0.132
H (-1.1119, 0.1488, 1.3463)  0.069
H (-0.6163, 1.8177, 1.6028)  0.020
H (-0.0251, 0.5503, 2.6892)  0.084
H (-2.9319, 1.4835, 2.4227)  0.113
H (-1.8471, 1.9271, 3.7363)  0.108
H (-3.3540, 0.1016, 4.4541)  0.074
H (-1.6789, -0.4689, 4.4372)  0.119
C (3.1393, 2.3314, -7.6398)  -0.115
C (2.8259, 2.9443, -6.2787)  -0.274
C (3.8952, 2.6394, -5.2277)  -0.186
C (4.0038, 1.1565, -5.0265)  -0.216
N (4.0882, -0.0059, -4.8681)  0.125
H (3.1751, 1.2402, -7.5918)  0.070
H (2.3658, 2.5988, -8.3638)  0.071
H (4.1001, 2.6912, -8.0200)  0.077
H (1.8545, 2.5726, -5.9375)  0.106
H (2.7345, 4.0285, -6.3893)  0.109
H (3.6320, 3.1103, -4.2770)  0.078
H (4.8662, 3.0306, -5.5428)  0.118
C (-2.8876, 7.4255, -4.2271)  -0.113
C (-1.8872, 6.4186, -3.6690)  -0.269
C (-1.9443, 6.3048, -2.1438)  -0.179
C (-1.6248, 7.6309, -1.5197)  -0.192
N (-1.3764, 8.6950, -1.0323)  0.144
H (-2.6839, 8.4373, -3.8676)  0.071
H (-2.8313, 7.4518, -5.3179)  0.073
H (-3.9108, 7.1593, -3.9455)  0.077
H (-0.8793, 6.7092, -3.9811)  0.114
H (-2.0888, 5.4367, -4.1070)  0.109
H (-1.2206, 5.5636, -1.7943)  0.079
H (-2.9386, 5.9871, -1.8187)  0.122
C (-7.5634, -1.0736, 4.2340)  -0.112
C (-6.9689, -2.1834, 5.0945)  -0.269
C (-6.6791, -1.7346, 6.5292)  -0.183
C (-5.6890, -0.6079, 6.5214)  -0.200
N (-4.9113, 0.2737, 6.5127)  0.135
H (-6.8724, -0.2339, 4.1256)  0.068
H (-7.7800, -1.4466, 3.2304)  0.075
H (-8.4960, -0.6988, 4.6665)  0.077
H (-6.0473, -2.5412, 4.6249)  0.109
H (-7.6654, -3.0264, 5.1190)  0.109
H (-6.2682, -2.5656, 7.1076)  0.114
H (-7.5968, -1.4006, 7.0205)  0.117

Force components x, y, z for each atom (eV/Å):
C 1.09 -0.16 -1.93
C -0.85 0.10 2.55
C -1.59 0.80 -0.48
C 0.48 -0.01 0.32
N -0.79 0.37 -0.08
C 0.00 -0.57 1.34
C 0.34 0.92 -1.23
N -1.40 -0.56 0.26
C 0.03 0.44 1.78
C -0.22 -0.27 -0.09
C -0.08 -1.04 0.08
C 0.82 1.24 -0.52
C -0.17 0.18 0.51
O 0.59 -3.71 -1.83
N 1.05 0.71 -0.83
H -1.36 1.38 -1.42
H 1.84 -1.27 0.68
H 1.84 -0.79 1.52
H 0.48 -1.04 1.27
H 1.09 1.34 0.72
H -0.47 -0.56 -0.05
H 0.17 0.87 -0.54
H -1.22 1.07 -0.24
H 0.83 0.32 -1.15
H -1.20 -0.11 0.96
H -0.57 -0.90 -0.28
H 1.55 -0.05 -0.39
H -0.67 -0.71 -1.42
H -0.41 0.37 -1.50
H 1.51 0.84 0.22
H -0.70 -0.39 1.29
H -1.37 0.05 -1.13
H -0.13 1.04 -1.07
H -1.03 -0.34 1.48
H 1.24 -0.30 0.84
H -0.76 0.86 0.41
C 0.04 -0.10 -0.04
C 0.42 -0.32 0.12
C 0.59 0.44 0.01
C 1.20 1.63 -0.74
N -2.07 -2.29 0.75
H -0.07 0.00 -0.06
H -0.07 -0.01 -0.10
H 0.08 0.02 0.06
H -0.08 -0.09 -0.20
H -0.03 0.15 -0.07
H 0.17 0.05 -0.07
H 0.14 0.12 -0.03
C 0.02 0.03 0.01
C 0.18 0.19 -0.29
C -0.19 -0.34 -0.62
C -0.65 -1.71 -1.15
N 0.51 2.84 2.19
H 0.05 0.01 0.06
H -0.02 -0.08 0.05
H -0.03 0.00 -0.08
H 0.11 -0.06 0.34
H -0.13 -0.12 0.05
H 0.01 -0.19 -0.08
H -0.08 -0.13 -0.10
C 0.08 0.11 -0.03
C 0.24 0.16 -0.27
C -0.33 -0.31 -0.67
C -0.59 -1.79 -1.17
N 0.81 2.36 2.03
H 0.04 -0.04 0.11
H -0.06 -0.20 0.13
H -0.05 -0.05 -0.08
H 0.00 -0.04 0.14
H -0.13 -0.11 0.06
H 0.05 -0.19 -0.03
H -0.08 -0.10 -0.11
C -0.06 0.00 -0.08
C -0.12 0.00 -0.32
C -0.22 -0.78 0.06
C 0.39 -2.12 0.51
N -0.30 3.17 -0.45
H 0.06 0.07 0.04
H 0.09 0.01 0.03
H -0.07 -0.05 0.01
H 0.10 0.08 0.09
H 0.03 -0.06 0.17
H 0.09 -0.13 -0.01
H -0.03 -0.15 0.04
C -0.03 0.02 -0.08
C -0.06 0.17 -0.34
C 0.34 0.72 0.08
C 0.75 3.65 1.80
N -1.11 -4.61 -2.23
H -0.02 -0.09 0.04
H -0.04 -0.02 0.08
H 0.06 0.05 -0.03
H -0.04 -0.12 0.12
H 0.07 0.00 0.15
H -0.04 0.14 0.15
H 0.08 0.11 0.08
C -0.04 0.00 -0.08
C -0.07 0.03 -0.36
C 0.58 0.47 -0.25
C 1.43 1.63 0.29
N -2.10 -2.41 -0.07
H -0.04 -0.04 0.07
H -0.01 0.03 0.09
H 0.07 0.00 -0.05
H -0.06 -0.02 0.13
H 0.10 0.02 0.12
H 0.05 0.19 0.04
H 0.14 0.09 0.00

Results
Total energy   -1939.17967 hartree
Energy above the lowest of the compared OMol25 structures with the same formula, charge and spin   4.238 eV
Orbital gap   7.4 eV
HOMO level   -0.2776 hartree
SMILES   C=C[C@]1(CN)C[C@H](NCCCC)C(=O)N1.CCCC#N.CCCC#N.CCCC#N.CCCC#N.CCCC#N.CCCC#N
Max |F|   0.1019 Eh/bohr
Lowest unoccupied orbital energy   -0.116 eV



The following is a quantum chemistry calculation of C4H3BrO in the gas phase at a distorted geometry, from OMol25.

Each line ends with the Löwdin charge.
Element x y z (Å)
O (-0.5032, 2.2087, -0.0726)  0.132
C (-0.2478, 1.0598, 0.0062)  -0.422
C (1.0641, 0.1731, 0.0476)  -0.061
C (0.0352, -1.0020, -0.1360)  -0.070
C (-1.0447, -0.2339, 0.0481)  -0.719
Br (-2.8363, -0.6464, -0.0120)  0.772
H (1.4943, 0.3384, 1.1539)  0.155
H (1.7452, 0.1932, -0.7735)  0.083
H (0.2931, -2.0908, -0.2619)  0.130

Force components x, y, z for each atom (eV/Å):
O -0.05 0.62 -0.02
C 0.27 -1.51 -0.01
C -1.29 -0.13 2.38
C 1.54 -0.17 1.19
C 0.55 -0.08 -0.87
Br -0.62 0.03 0.10
H -0.42 -0.80 -2.65
H 0.80 0.68 -0.23
H -0.77 1.37 0.10

Results
Total energy   -2803.40082 hartree
Energy above the lowest of the compared OMol25 structures with the same formula, charge and spin   0.480 eV
Orbital gap   10.0 eV
HOMO level   -0.3578 hartree
SMILES   O=C1CC=C1Br
Max |F|   0.0546 Eh/bohr
Lowest unoccupied orbital energy   0.296 eV